#one
The following is a DFT calculation (ωB97M-V/def2-TZVPD) of a structure of composition C19H17FN2O4PtS.

Output
HOMO energy (eV): -0.48
Spin multiplicity: 1
Total charge: -2
LUMO energy (eV): 4.56

Geometry as XYZ:
```
45
Properties=species:S:1:pos:R:3:nbo_charge:R:1
Pt -0.39553 -0.35195 -0.76967 1.089
C -2.74405 1.26815 -3.79748 -0.666
C -2.43053 0.42300 -2.58409 0.470
O -1.55255 0.94194 -1.81506 -0.647
C -3.11630 -0.76671 -2.37848 -0.501
C -2.88299 -1.71038 -1.32962 0.244
C -3.73639 -2.94645 -1.25073 -0.650
N -1.93288 -1.54292 -0.45567 -0.334
N -1.72217 -2.54108 0.48729 -0.463
C -0.45905 -2.57984 0.82271 0.520
O 0.47620 -1.81392 0.38088 -0.676
C -0.05741 -3.61624 1.81131 -0.005
C 1.29150 -3.92427 1.97110 -0.197
C 1.68625 -4.88122 2.89349 -0.231
C 0.74215 -5.53435 3.67407 -0.239
C -0.60382 -5.22333 3.52452 -0.239
C -1.00188 -4.27209 2.59911 -0.198
H -1.85758 1.27848 -4.43415 0.228
H -2.93361 2.29612 -3.48567 0.214
H -3.59750 0.88976 -4.36065 0.187
H -3.86087 -1.04355 -3.11391 0.186
H -4.47650 -2.94378 -2.05005 0.194
H -4.24120 -3.01013 -0.28554 0.222
H -3.11171 -3.83770 -1.33201 0.225
H 2.01078 -3.38534 1.36905 0.244
H 2.73871 -5.11282 3.01000 0.197
H 1.05331 -6.27438 4.40273 0.191
H -1.34597 -5.72210 4.13784 0.193
H -2.04433 -4.01715 2.46750 0.230
O 3.16541 7.64977 -0.22692 -0.715
C 3.85860 6.45830 -0.29055 0.771
O 5.04950 6.52582 -0.51081 -0.644
C 3.08720 5.24637 -0.06830 -0.345
C 1.67953 5.20709 0.00958 -0.134
C 1.00693 4.04823 0.30068 -0.288
C 1.68639 2.82968 0.57452 -0.116
S 0.86153 1.44066 1.10914 -0.371
C 3.09657 2.86421 0.39474 -0.266
C 3.76601 4.02373 0.10362 -0.142
H 2.26177 7.44820 0.04032 0.475
H 1.07676 6.08827 -0.20609 0.159
H -0.07503 4.03567 0.33119 0.212
H 3.63726 1.93405 0.51221 0.213
H 4.84488 4.02396 0.00549 0.209
F 1.10261 0.13023 -2.18763 -0.808
```

***

#two
The following is a DFT calculation (ωB97M-V/def2-TZVPD) of a structure of composition C19H17FN2O4PtS.

Output
HOMO energy (eV): -1.00
Spin multiplicity: 1
Total charge: -2
LUMO energy (eV): 4.53

Geometry as XYZ:
```
45
Properties=species:S:1:pos:R:3:nbo_charge:R:1
Pt 0.63246 -0.51584 -0.24457 0.995
C 1.27538 -3.61601 2.54466 -0.661
C 1.39338 -2.26496 1.87716 0.448
O 0.47469 -2.05571 1.00965 -0.641
C 2.40897 -1.40915 2.26893 -0.490
C 2.70175 -0.10880 1.75206 0.251
C 3.85784 0.66425 2.32364 -0.652
N 1.99733 0.41742 0.79661 -0.322
N 2.38536 1.65696 0.29154 -0.458
C 1.76471 1.88510 -0.83316 0.521
O 0.90744 1.10666 -1.40006 -0.671
C 2.08076 3.15508 -1.54724 -0.010
C 1.58700 3.35215 -2.83293 -0.195
C 1.87400 4.52221 -3.52192 -0.229
C 2.65084 5.50956 -2.93194 -0.236
C 3.13805 5.31976 -1.64389 -0.238
C 2.85505 4.15050 -0.95559 -0.197
H 1.46307 -4.39775 1.80542 0.213
H 0.25477 -3.74959 2.90566 0.220
H 1.97411 -3.72960 3.37317 0.191
H 3.07420 -1.77189 3.04161 0.188
H 4.33321 0.09702 3.12309 0.195
H 3.51938 1.62631 2.71046 0.227
H 4.58895 0.88338 1.54377 0.224
H 0.96748 2.57768 -3.26463 0.245
H 1.48150 4.66641 -4.52164 0.198
H 2.86912 6.42599 -3.46818 0.192
H 3.73695 6.09066 -1.17242 0.194
H 3.22486 3.98489 0.04718 0.229
O -9.06436 -1.16067 1.41715 -0.714
C -8.54025 -0.66030 0.24448 0.772
O -9.27868 -0.62446 -0.71618 -0.644
C -7.15565 -0.20731 0.29051 -0.324
C -6.29334 -0.39247 1.38982 -0.193
C -5.01276 0.09697 1.39780 -0.264
C -4.47207 0.83924 0.30510 -0.134
S -2.92022 1.52079 0.35346 -0.343
C -5.34083 0.96214 -0.82070 -0.279
C -6.62019 0.46988 -0.82082 -0.144
H -8.39644 -1.05952 2.10428 0.474
H -6.60407 -0.96477 2.26321 0.165
H -4.36831 -0.07566 2.25040 0.209
H -4.95483 1.47706 -1.69150 0.209
H -7.25612 0.59951 -1.68866 0.210
F -0.61430 -1.43545 -1.47024 -0.732
```

***

Least stable = #one

***

#one
The following is a DFT calculation (ωB97M-V/def2-TZVPD) of a cluster of 4 separate species, C3H16NO3 in total.

Output
HOMO energy (eV): -15.11
Spin multiplicity: 1
Total charge: +1
LUMO energy (eV): -2.86

Geometry as XYZ:
```
23
Properties=species:S:1:pos:R:3:nbo_charge:R:1
C -1.25852 1.07679 -2.25902 -0.656
C -1.59850 0.65484 -0.86453 -0.212
N -0.65759 -0.41795 -0.34324 -0.552
C -1.32591 -1.71787 -0.04934 -0.429
H -0.18783 1.10839 -2.47901 0.230
H -1.66483 0.37316 -2.98599 0.227
H -1.59567 2.05329 -2.60295 0.256
H -1.49847 1.46415 -0.14153 0.211
H -2.61568 0.29982 -0.73462 0.223
H -0.23955 -0.06899 0.55178 0.475
H 0.20286 -0.48410 -0.89598 0.465
H -0.63531 -2.51787 -0.32334 0.230
H -2.28101 -1.79284 -0.54678 0.228
H -1.35535 -1.88213 1.02440 0.247
H 1.68466 -1.14926 1.68098 0.505
H 0.88032 -0.17025 2.64045 0.511
O 0.82080 -0.75468 1.86681 -0.998
H 2.44096 -0.51327 -1.97434 0.499
H 2.62292 0.73754 -1.04543 0.503
O 2.04798 -0.00312 -1.25647 -0.981
H 1.85117 1.84058 3.10077 0.481
H 2.07439 0.84877 4.28496 0.489
O 2.28816 1.01498 3.35241 -0.953
```

***

#two
The following is a DFT calculation (ωB97M-V/def2-TZVPD) of a cluster of 4 separate species, C3H16NO3 in total.

Output
HOMO energy (eV): -14.84
Spin multiplicity: 1
Total charge: +1
LUMO energy (eV): -2.77

Geometry as XYZ:
```
23
Properties=species:S:1:pos:R:3:nbo_charge:R:1
C 0.63645 0.32672 -1.19008 -0.233
C -0.91159 0.13878 -1.29875 -0.420
C -1.22516 0.16529 -2.76103 -0.615
N 1.13607 0.20229 0.28488 -0.729
H 1.28760 -0.44089 -1.78716 0.228
H 1.01695 1.24258 -1.72203 0.233
H -1.35773 0.91586 -0.68437 0.214
H -1.29442 -0.84111 -0.83107 0.221
H -2.15589 -0.19460 -3.12324 0.242
H -1.24262 1.21303 -3.09913 0.215
H -0.34724 -0.22923 -3.23445 0.209
H 1.99527 -0.35703 0.42080 0.463
H 1.46349 1.16029 0.61908 0.428
H 0.40787 -0.18315 0.90015 0.474
H -1.14693 0.36505 2.69629 0.519
H 0.08489 -0.51568 3.19145 0.483
O -0.33878 -0.23752 2.41414 -1.017
H 4.12683 -1.95475 0.02836 0.489
H 3.04458 -2.67412 0.55081 0.492
O 3.24621 -1.70624 0.15670 -0.960
H -2.70445 2.02168 2.72177 0.508
H -3.17606 0.48568 3.13014 0.519
O -2.54534 1.09709 2.61674 -0.963
```

***

Least stable = #two